# 1
A 12-piece molecular cluster, C28H80O12 overall. Source: the OMol25 dataset; level of theory: ωB97M-V/def2-TZVPD.

The SMILES is CC(C)O.CC(C)O.CC(C)O.CC(C)O.CC(C)O.CC(C)O.CC(C)O.CC(C)O.CO.CO.CO.CO. The value obtained for the energy above the lowest of the compared OMol25 structures with the same formula, charge and spin is 11.96 kcal per mole. The total charge is 0.

Each line ends with the Löwdin charge.
Cartesian coordinates (Å):
1 C -15.072 6.838 -28.488  -0.0366
2 C -16.490 6.952 -27.953  -0.4543
3 C -16.888 5.818 -27.020  -0.0436
4 O -16.690 8.214 -27.282  -0.0760
5 H -14.348 7.000 -27.689  0.0616
6 H -14.858 7.614 -29.227  0.0829
7 H -14.982 5.849 -28.938  0.0862
8 H -17.229 6.994 -28.767  0.1397
9 H -17.925 5.907 -26.705  0.0792
10 H -16.195 5.770 -26.181  0.0807
11 H -16.884 4.920 -27.639  0.0775
12 H -16.379 8.938 -27.832  0.0988
13 C -12.246 4.625 -24.821  -0.0345
14 C -11.695 3.821 -23.648  -0.4607
15 C -10.295 4.244 -23.232  -0.0387
16 O -12.617 3.875 -22.535  -0.0781
17 H -12.089 5.689 -24.652  0.0637
18 H -13.288 4.357 -24.982  0.0700
19 H -11.678 4.359 -25.714  0.0902
20 H -11.661 2.772 -23.964  0.1315
21 H -9.610 3.919 -24.015  0.0854
22 H -10.007 3.849 -22.258  0.0811
23 H -10.257 5.333 -23.138  0.0815
24 H -12.506 3.069 -22.023  0.0938
25 C -14.040 1.747 -18.977  -0.0473
26 C -14.248 3.228 -19.085  -0.4800
27 C -15.600 3.580 -19.708  -0.0476
28 O -14.217 3.752 -17.752  -0.0438
29 H -13.978 1.229 -19.936  0.0547
30 H -14.763 1.179 -18.390  0.0902
31 H -13.081 1.611 -18.465  0.0888
32 H -13.466 3.740 -19.660  0.1100
33 H -15.755 4.660 -19.653  0.0585
34 H -16.397 3.097 -19.140  0.0818
35 H -15.745 3.284 -20.749  0.0641
36 H -14.640 4.617 -17.764  0.0830
37 C -11.836 6.233 -19.909  -0.0360
38 C -13.099 6.720 -20.622  -0.4678
39 C -13.537 8.109 -20.211  -0.0418
40 O -12.906 6.717 -22.038  -0.0816
41 H -11.597 5.175 -20.003  0.0635
42 H -12.028 6.433 -18.849  0.0840
43 H -10.957 6.787 -20.240  0.0879
44 H -13.934 6.062 -20.340  0.1068
45 H -12.759 8.849 -20.426  0.0875
46 H -13.734 8.127 -19.139  0.0868
47 H -14.426 8.444 -20.742  0.0648
48 H -12.805 5.783 -22.304  0.0536
49 C -13.347 8.454 -25.432  -0.0635
50 C -12.275 9.192 -24.653  -0.4750
51 C -12.872 10.235 -23.713  -0.0562
52 O -11.481 8.307 -23.865  -0.0756
53 H -12.879 7.788 -26.163  0.0697
54 H -14.019 9.134 -25.953  0.0742
55 H -13.878 7.785 -24.748  0.0747
56 H -11.586 9.672 -25.355  0.1361
57 H -13.172 11.140 -24.256  0.0795
58 H -12.191 10.552 -22.924  0.0775
59 H -13.749 9.866 -23.172  0.0578
60 H -12.046 7.800 -23.247  0.0404
61 C -19.768 7.517 -22.612  -0.0591
62 C -20.811 7.714 -23.709  -0.4789
63 C -20.301 7.115 -25.024  -0.0476
64 O -22.033 7.081 -23.353  -0.0445
65 H -18.787 7.849 -22.954  0.0487
66 H -19.646 6.438 -22.461  0.0724
67 H -20.014 7.961 -21.648  0.0850
68 H -20.977 8.782 -23.856  0.1359
69 H -21.055 7.278 -25.799  0.0815
70 H -20.256 6.025 -24.926  0.0808
71 H -19.346 7.519 -25.353  0.0601
72 H -21.787 6.181 -23.102  0.0884
73 C -18.844 3.065 -20.960  -0.0495
74 C -18.628 2.556 -22.393  -0.4774
75 C -19.488 1.332 -22.673  -0.0438
76 O -19.048 3.590 -23.287  -0.0910
77 H -18.180 2.505 -20.289  0.0599
78 H -19.843 2.881 -20.563  0.0793
79 H -18.569 4.107 -20.794  0.0657
80 H -17.560 2.349 -22.540  0.1151
81 H -19.405 1.105 -23.734  0.0582
82 H -20.506 1.596 -22.388  0.0833
83 H -19.176 0.484 -22.063  0.0828
84 H -18.329 4.258 -23.292  0.0332
85 C -18.329 2.841 -26.307  -0.0576
86 C -17.347 1.866 -26.958  -0.4754
87 C -16.946 0.751 -26.012  -0.0515
88 O -17.995 1.196 -28.048  -0.0542
89 H -19.001 2.380 -25.587  0.0621
90 H -18.925 3.387 -27.041  0.0820
91 H -17.777 3.566 -25.704  0.0596
92 H -16.461 2.407 -27.309  0.1265
93 H -16.340 1.064 -25.160  0.0594
94 H -16.358 -0.004 -26.538  0.0835
95 H -17.850 0.267 -25.639  0.0817
96 H -18.309 1.875 -28.654  0.0817
97 C -14.593 0.534 -22.865  -0.1679
98 O -13.696 -0.153 -22.002  -0.1232
99 H -13.948 0.987 -23.619  0.0779
100 H -15.341 -0.112 -23.334  0.0743
101 H -15.169 1.334 -22.381  0.0573
102 H -14.244 -0.561 -21.320  0.0749
103 C -16.881 7.010 -20.668  -0.1450
104 O -16.843 7.441 -19.299  -0.1200
105 H -17.805 6.452 -20.832  0.0649
106 H -16.943 7.908 -21.287  0.0744
107 H -16.023 6.384 -20.871  0.0376
108 H -17.619 7.981 -19.135  0.0724
109 C -16.612 9.286 -24.078  -0.1041
110 O -16.642 7.900 -24.467  -0.1762
111 H -16.093 9.346 -23.125  0.0685
112 H -16.057 9.828 -24.844  0.0749
113 H -17.631 9.664 -23.974  0.0798
114 H -16.863 7.926 -25.418  0.0375
115 C -15.677 4.901 -23.252  -0.1311
116 O -17.003 5.396 -23.355  -0.1450
117 H -15.603 3.832 -23.478  0.0786
118 H -15.021 5.382 -23.986  0.0663
119 H -15.199 5.042 -22.279  0.0496
120 H -16.876 6.245 -23.831  0.0460


# 2
C19H25NO2 in the gas phase. Source: the OMol25 dataset; level of theory: ωB97M-V/def2-TZVPD.

The SMILES is CC1(C)CC(=O)C([C@H](c2ccccc2)N2CCCC2)C(=O)C1. The value obtained for the energy above the lowest of the compared OMol25 structures with the same formula, charge and spin is 97.04 kcal per mole. The total charge is 0.

Each line ends with the Löwdin charge.
Cartesian coordinates (Å):
1 C 0.623 2.883 -4.101  -0.0573
2 C 0.754 1.781 -3.034  -0.5582
3 C 1.735 0.684 -3.510  -0.0200
4 C 1.203 2.476 -1.717  -0.0676
5 C 1.126 1.557 -0.511  -0.2707
6 O 2.113 1.549 0.244  0.0596
7 C -0.148 0.745 -0.279  -0.0859
8 C -0.041 -0.550 0.606  -0.2799
9 C -1.315 -1.377 0.694  -0.2133
10 C -2.501 -0.793 1.166  -0.0484
11 C -3.632 -1.609 1.369  -0.0803
12 C -3.631 -2.975 1.060  -0.0917
13 C -2.414 -3.535 0.645  -0.0776
14 C -1.255 -2.757 0.423  -0.0187
15 N 0.568 -0.449 1.878  -0.1010
16 C -0.130 -0.668 3.135  -0.1738
17 C 0.936 -0.491 4.240  -0.1534
18 C 2.295 -0.251 3.518  -0.1613
19 C 2.035 -0.546 2.041  -0.1657
20 C -0.702 0.276 -1.615  -0.2927
21 O -1.194 -0.850 -1.839  0.0957
22 C -0.662 1.254 -2.769  -0.0827
23 H -0.090 3.631 -3.709  0.0885
24 H 1.600 3.350 -4.282  0.0896
25 H 0.235 2.454 -5.034  0.0889
26 H 1.835 -0.149 -2.789  0.0910
27 H 1.393 0.265 -4.479  0.0951
28 H 2.742 1.120 -3.680  0.0944
29 H 2.218 2.855 -1.899  0.1317
30 H 0.566 3.374 -1.558  0.1421
31 H -0.820 1.072 0.641  0.2046
32 H 0.618 -0.878 -0.180  0.1373
33 H -2.516 0.277 1.429  0.1138
34 H -4.574 -1.131 1.652  0.1002
35 H -4.553 -3.572 1.130  0.1048
36 H -2.393 -4.588 0.336  0.1012
37 H -0.299 -3.160 0.047  0.1270
38 H -0.567 -1.688 3.169  0.1170
39 H -0.974 0.035 3.219  0.1076
40 H 0.925 -1.424 4.836  0.1035
41 H 0.617 0.327 4.913  0.1042
42 H 2.601 0.799 3.684  0.1078
43 H 3.063 -0.911 3.962  0.1046
44 H 2.518 0.244 1.419  0.0852
45 H 2.458 -1.557 1.801  0.1229
46 H -1.338 2.121 -2.572  0.1457
47 H -1.025 0.779 -3.700  0.1362


# 3
C5H7NO in the gas phase. Source: the OMol25 dataset; level of theory: ωB97M-V/def2-TZVPD.

The SMILES is C=C[C@H]1CN1C=O. The value obtained for the energy above the lowest of the compared OMol25 structures with the same formula, charge and spin is 117.10 kcal per mole. The total charge is 0.

Each line ends with the Löwdin charge.
Cartesian coordinates (Å):
1 C -0.285 1.073 2.075  -0.0015
2 C -0.406 -0.102 1.345  -0.2016
3 C -0.044 -0.643 0.026  -0.3083
4 C -0.993 -0.761 -1.200  -0.0741
5 N -0.026 0.264 -1.084  -0.0497
6 C 1.342 0.197 -1.688  -0.2365
7 O 2.282 -0.386 -1.174  0.0425
8 H 0.148 1.955 1.501  0.0506
9 H -0.227 1.418 3.183  0.0788
10 H -0.971 -0.845 1.851  0.0727
11 H 0.750 -1.454 0.600  0.2243
12 H -2.087 -0.326 -1.098  0.1479
13 H -0.856 -1.538 -1.940  0.0995
14 H 1.373 1.147 -2.398  0.1555


E, respectively: -2017.61489, -944.13261, -324.53785 Ha.